1.
A structure of composition C20H28CaF3O2, computed with ωB97M-V/def2-TZVPD.

Last column: Löwdin charge in e.
Element x y z (Å)
O -1.00966 0.33275 0.69168  -0.27
C -2.25201 1.02316 0.28068  -0.13
C -3.08076 0.42391 1.41146  -0.06
H -2.39154 0.68607 -0.76983  0.10
H -2.02912 2.09126 0.35772  0.10
C -1.81351 -0.41712 1.71867  -0.50
H -4.02694 -0.04965 1.13771  0.11
H -3.32148 1.24908 2.08403  0.11
C -2.02104 -1.87463 1.36473  -0.01
H -2.60325 -1.98557 0.42997  0.06
H -2.57931 -2.39299 2.13892  0.09
H -1.05561 -2.38344 1.36637  0.09
C -1.01385 -0.22244 2.99045  -0.01
H -0.60343 0.79707 3.01876  0.07
H -0.12262 -0.83817 2.82078  0.05
H -1.47156 -0.51048 3.95155  0.10
Ca 1.07853 -0.17669 -0.36727  1.38
C 2.30995 2.62042 2.10347  -0.21
C 2.83380 2.80386 0.80004  -0.21
C 1.74834 3.14432 -0.05728  -0.22
H 3.89441 2.78476 0.50514  0.08
C 0.55920 3.13920 0.71465  -0.24
C 0.89416 2.77825 2.03967  -0.22
H 0.21228 2.71812 2.89946  0.06
H 2.90742 2.43158 3.01404  0.08
H 1.86028 3.45354 -1.08812  0.06
H -0.41478 3.45386 0.35989  0.05
C 3.73359 -0.11652 1.55413  -0.17
C 2.91155 -0.52705 2.61997  -0.17
C 2.14687 -1.63711 2.19854  -0.23
H 2.90715 -0.09271 3.63384  0.09
C 2.56535 -1.97992 0.86848  -0.31
C 3.54339 -1.00593 0.46576  -0.26
H 4.12224 -1.02022 -0.44747  0.07
H 4.45780 0.70116 1.57544  0.09
H 1.40691 -2.17054 2.78505  0.06
H 2.29990 -2.88626 0.32266  0.07
O -1.42862 -0.92975 -1.90538  -0.22
C -2.73678 -1.62363 -1.95957  -0.17
C -3.22780 -1.69929 -3.43153  -0.16
H -3.54259 -1.18075 -1.32805  0.11
H -2.51549 -2.62516 -1.54413  0.11
C -2.09056 -1.11228 -4.25860  -0.15
H -4.16261 -1.15094 -3.64068  0.11
H -3.41890 -2.75256 -3.66720  0.11
C -0.97032 -0.75414 -3.25686  -0.18
H -2.41312 -0.21129 -4.77826  0.11
H -1.74771 -1.81769 -5.00448  0.10
H -0.64507 0.30212 -3.37464  0.13
H -0.06344 -1.38452 -3.33126  0.12
F 2.90022 -0.58067 -2.85089  -0.10
C 2.87214 0.64673 -2.15183  -0.56
F 4.20185 0.97008 -1.92750  -0.04
F 2.40615 1.55877 -3.08289  -0.06

As for the net charge: -1. The calculated total energy is -1906.4966 Ha. As for the energy relative to the best compared isomer or geometry (same formula, charge and spin): 0.0 kcal per mole. The gap between HOMO and LUMO comes out at 4.8 eV. For the max |F|, the calculation gives 0.04912 hartree/bohr. The spin multiplicity is 1. The highest occupied orbital energy comes out at -2.768 eV.



2.
A structure of composition C20H28CdN6O2, computed with ωB97M-V/def2-TZVPD.

Last column: Löwdin charge in e.
Element x y z (Å)
Cd 0.04804 -0.56730 -0.19379  1.40
N 2.34840 -0.51144 0.60949  -0.03
C 2.48375 -1.19742 1.89848  -0.24
C 1.22497 -0.97430 2.72858  -0.21
N 0.02962 -1.54652 2.09325  -0.22
C -1.19329 -0.95965 2.65930  -0.21
C -2.42051 -1.16955 1.78410  -0.25
N -2.26888 -0.45297 0.50939  -0.03
C 0.05080 -3.02440 2.13556  -0.19
C 0.27829 -3.68361 0.77705  -0.27
N -0.81656 -3.41905 -0.15346  -0.01
H 3.08012 -0.76500 -0.04025  0.09
H 2.37226 0.49447 0.74527  0.07
H 3.34289 -0.85205 2.47700  0.11
H 2.62584 -2.26340 1.71323  0.10
H 1.06907 0.10113 2.82721  0.11
H 1.37472 -1.39471 3.73165  0.12
H -1.02517 0.11607 2.73973  0.10
H -1.39075 -1.35540 3.66401  0.13
H -3.29749 -0.84000 2.34472  0.11
H -2.54382 -2.22674 1.55773  0.09
H -2.43633 0.54073 0.62815  0.08
H -2.91249 -0.79882 -0.18811  0.08
H -0.88447 -3.38958 2.57056  0.12
H 0.85542 -3.35209 2.80102  0.12
H 0.45724 -4.75210 0.93927  0.11
H 1.18201 -3.26129 0.33241  0.09
H -1.53204 -4.13174 -0.09644  0.07
H -0.46218 -3.38042 -1.10339  0.04
O 0.75937 -1.82608 -1.83421  -0.25
C 1.11931 -1.47254 -3.03315  -0.38
C 1.73780 -2.44023 -3.86567  -0.04
C 2.11877 -2.16775 -5.15838  -0.10
C 1.91349 -0.89894 -5.70976  -0.12
C 1.33292 0.06838 -4.92342  -0.07
C 0.92913 -0.16893 -3.59791  -0.15
C 0.39061 0.98340 -2.89414  -0.10
N -0.02993 1.00784 -1.68880  -0.12
N -0.49033 2.22790 -1.20821  0.04
C -0.37862 2.32970 0.09493  -0.51
O 0.13812 1.46123 0.89797  -0.20
C -0.95279 3.57938 0.69289  -0.16
C -1.49375 4.58945 -0.09983  -0.04
C -2.03444 5.72347 0.48699  -0.09
C -2.04315 5.86318 1.86960  -0.10
C -1.50358 4.86205 2.66471  -0.09
C -0.95868 3.72746 2.07748  -0.04
H 1.89415 -3.42348 -3.43665  0.10
H 2.58513 -2.94441 -5.75433  0.10
H 2.20637 -0.68176 -6.72860  0.09
H 1.17712 1.06248 -5.33231  0.10
H 0.36707 1.92486 -3.44684  0.12
H -1.48200 4.46881 -1.17453  0.10
H -2.45200 6.50522 -0.13683  0.10
H -2.46716 6.75035 2.32457  0.10
H -1.50047 4.96438 3.74340  0.10
H -0.52197 2.94172 2.67932  0.10

As for the net charge: 0. The calculated total energy is -1425.7121 Ha. As for the energy relative to the best compared isomer or geometry (same formula, charge and spin): 0.0 kcal per mole. The gap between HOMO and LUMO comes out at 7.6 eV. For the max |F|, the calculation gives 0.01890 hartree/bohr. The spin multiplicity is 1. The highest occupied orbital energy comes out at -6.932 eV.



3.
A structure of composition C20H28CeCl2N2O2, computed with ωB97M-V/def2-TZVPD.

Last column: Löwdin charge in e.
Element x y z (Å)
Ce 0.12672 -0.00166 1.06388  0.18
Cl -0.30056 0.03226 3.68749  0.00
N 0.10908 2.31493 0.93570  -0.04
N 0.03940 -2.31690 0.96001  -0.04
C -0.31290 3.03990 -0.07085  -0.29
C -0.36976 -3.04181 -0.05005  -0.29
C 1.10306 3.04432 1.74063  -0.55
C 1.50297 4.17493 0.78737  -0.01
C 2.31777 2.22269 2.19899  -0.06
C 0.32480 3.49095 2.96810  -0.04
H 2.84474 1.78491 1.34607  0.03
H 2.05563 1.39735 2.87801  0.05
H 3.01760 2.87294 2.74173  0.09
H -0.56060 4.03318 2.61534  0.09
H 0.95182 4.10823 3.62199  0.09
H -0.02113 2.58518 3.49807  0.03
C 0.99779 -3.05793 1.79761  -0.55
C 1.38914 -4.21384 0.87165  -0.02
C 0.18263 -3.46339 3.01601  -0.04
C 2.22719 -2.26406 2.26643  -0.06
H 2.77352 -1.84139 1.41749  0.04
H 2.90541 -2.93113 2.81599  0.10
H 1.97749 -1.43112 2.94073  0.05
H -0.71056 -3.98570 2.65245  0.09
H -0.14795 -2.54061 3.52623  0.03
H 0.77782 -4.08871 3.69139  0.09
O 0.31674 -4.19526 -0.19929  0.01
H 1.42274 -5.21264 1.32299  0.13
H 2.31749 -3.97122 0.31963  0.14
O 0.39848 4.17369 -0.25405  0.01
H 2.40676 3.89462 0.21239  0.14
H 1.57937 5.17895 1.22034  0.13
C -1.40117 2.57961 -0.98761  -0.06
C -1.42086 -2.57114 -1.00711  -0.05
C -1.32433 -1.22856 -1.75937  -0.18
H -2.33672 -2.49404 -0.39229  0.14
H -1.55633 -3.40392 -1.70873  0.10
C -1.33865 0.00592 -1.00929  -0.22
C -1.32119 1.24493 -1.75258  -0.18
H -1.71947 0.01768 0.65094  -0.06
C -1.44110 1.22036 -3.18076  -0.24
C -1.50890 0.01603 -3.88281  -0.05
C -1.65599 2.51891 -3.93121  -0.08
C -1.44371 -1.19341 -3.18848  -0.24
H -1.70974 0.02020 -4.99148  0.11
C -1.66401 -2.48533 -3.94925  -0.08
H -1.74684 -2.26819 -5.02686  0.07
H -2.60016 -2.98311 -3.63176  0.08
H -0.83742 -3.19576 -3.78640  0.08
H -2.59317 3.01496 -3.61367  0.08
H -1.73432 2.30981 -5.01067  0.07
H -0.82933 3.22708 -3.75846  0.08
H -1.57159 3.42038 -1.67400  0.10
H -2.29051 2.49118 -0.33734  0.13
Cl 2.40281 -0.05525 -0.61129  -0.12

As for the net charge: -1. The calculated total energy is -2434.4564 Ha. As for the energy relative to the best compared isomer or geometry (same formula, charge and spin): 0.0 kcal per mole. The gap between HOMO and LUMO (alpha / beta) comes out at 4.4 / 4.3 eV. For the max |F|, the calculation gives 0.07768 hartree/bohr. The spin multiplicity is 2. The highest occupied orbital energy (alpha / beta) comes out at -1.609 / -1.538 eV.



4.
A structure of composition C20H28Cl3N4OP2STa, computed with ωB97M-V/def2-TZVPD.

Last column: Löwdin charge in e.
Element x y z (Å)
Ta -0.40061 0.14919 0.29841  1.39
C -2.41084 -3.39494 1.35218  0.05
C -1.62086 -2.17196 1.50238  -0.19
N -1.98350 -0.93318 1.05045  -0.12
N -3.28601 -0.58733 0.54675  0.07
C -3.57117 0.70253 0.48178  -0.71
N -4.79711 1.17417 0.36843  0.21
S -2.27610 1.84909 0.59015  0.75
C -0.34469 -2.19049 2.13339  -0.16
C 0.21971 -3.18920 2.97275  0.10
C 1.26809 -2.86644 3.83175  0.09
C 1.84858 -1.58223 3.68562  0.05
C 1.34849 -0.62051 2.82574  -0.10
N 0.23498 -0.89899 2.11963  -0.06
H -2.96083 -3.40185 0.41577  0.10
H -3.11650 -3.44810 2.21056  0.16
H -1.68885 -4.22954 1.38847  0.12
H -4.05742 -1.21529 0.35453  0.19
H -5.57163 0.52945 0.24409  0.16
H -4.98525 2.17180 0.26351  0.16
H -0.22449 -4.16330 2.91482  0.14
H 1.63947 -3.51955 4.60568  0.15
H 2.71061 -1.29065 4.28516  0.15
H 1.78617 0.37348 2.74176  0.09
C 2.43013 0.61968 -2.33195  -0.22
P 2.14812 0.06918 -0.60970  0.79
C 2.58402 -1.70148 -0.54064  -0.22
C 3.48512 0.89385 0.38142  -0.34
C 2.95062 2.24896 0.88849  -0.31
P 1.04310 2.31032 1.03401  0.74
C 0.70672 2.73233 2.79898  -0.22
C 0.61291 3.87598 0.18878  -0.27
H 3.42106 0.36060 -2.73750  0.10
H 2.24277 1.69850 -2.37338  0.03
H 1.63660 0.15356 -2.94711  0.05
H 3.52380 -1.99253 -1.03850  0.09
H 1.75482 -2.25122 -1.02611  0.06
H 2.65821 -2.00386 0.51196  0.04
H 4.37077 1.00089 -0.23533  0.11
H 3.69734 0.22706 1.23793  0.09
H 3.21618 3.04213 0.17021  0.10
H 3.40761 2.49240 1.86352  0.11
H 1.43432 3.44227 3.22829  0.09
H 0.75255 1.85784 3.42734  0.02
H -0.32429 3.14137 2.85168  0.07
H 0.84752 4.80662 0.74641  0.10
H -0.45920 3.84460 0.02428  -0.01
H 1.06250 3.95368 -0.80576  0.04
Cl -1.91004 0.43480 -6.93956  0.89
C -1.65192 0.11910 -5.32285  -0.66
C -1.20940 1.14739 -4.49341  -0.09
C -0.92626 0.80814 -3.17822  -0.52
Cl -0.31986 2.11560 -2.18676  0.81
C -1.09180 -0.48652 -2.66816  -0.38
O -0.76871 -0.70413 -1.37049  -0.32
C -1.67231 -1.49524 -3.48091  -0.58
Cl -2.01363 -3.08401 -2.95542  0.79
C -1.93783 -1.17998 -4.82298  -0.06
H -1.05569 2.12957 -4.91842  0.13
H -2.40609 -1.87359 -5.55391  0.14

As for the net charge: +4. The calculated total energy is -3590.2334 Ha. As for the energy relative to the best compared isomer or geometry (same formula, charge and spin): 0.0 kcal per mole. The gap between HOMO and LUMO (alpha / beta) comes out at 4.6 / 4.6 eV. For the max |F|, the calculation gives 0.08263 hartree/bohr. The spin multiplicity is 1. The highest occupied orbital energy (alpha / beta) comes out at -19.012 / -19.010 eV.